Computed, not measured: a molecular structure, C18H39N7S2Zn, with wB97M-V/def2-TZVPD.

The geometry in XYZ format:
```
67
Properties=species:S:1:pos:R:3
Zn 1.16515 -0.18776 -0.50956
C 3.97323 0.81198 -0.26522
C 3.14438 1.93401 -0.87384
N 2.07130 1.42960 -1.74891
C 2.43072 1.10036 -3.13475
C 3.16415 -0.23156 -3.28958
S 2.38419 -1.58120 -2.34726
C 3.72454 -2.08767 -1.21488
C 3.64854 -1.59452 0.23446
N 3.11285 -0.21645 0.37759
H 4.67886 1.23165 0.45230
H 4.57231 0.32230 -1.02802
H 3.80734 2.62731 -1.39964
H 2.66051 2.49787 -0.07218
H 1.34393 2.13263 -1.77302
H 3.03772 1.88945 -3.58826
H 1.49519 1.05217 -3.69413
H 4.20896 -0.15904 -2.99670
H 3.15711 -0.51351 -4.34082
H 4.65579 -1.79300 -1.69526
H 3.72319 -3.17622 -1.20295
H 4.65094 -1.65966 0.66561
H 3.00250 -2.24767 0.81788
H 3.08702 -0.02858 1.37502
C -1.53383 2.68449 3.49685
C -0.08433 2.27892 3.32788
N 0.07934 1.60469 2.04111
C -0.71847 1.74673 0.95157
N -0.38724 1.08863 -0.14566
C -1.20214 1.29457 -1.34972
C -2.65225 1.58127 -1.01718
C -2.70360 2.75662 -0.06586
N -1.80655 2.53119 1.06774
C -1.99538 3.39226 2.23984
H -1.63752 3.34056 4.35915
H -2.15715 1.80506 3.67180
H 0.22211 1.59226 4.11623
H 0.56235 3.15799 3.37851
H 0.88363 1.01967 1.90637
H -1.13235 0.39734 -1.97183
H -0.80547 2.12389 -1.95228
H -3.10685 0.70247 -0.55023
H -3.21739 1.80894 -1.92023
H -3.70990 2.88700 0.33064
H -2.43300 3.68539 -0.57773
H -3.05581 3.63010 2.29749
H -1.45618 4.33508 2.10394
C -1.53194 -1.63074 2.55840
N -2.06873 -1.99328 1.24996
C -3.46947 -1.62670 1.04795
C -1.30500 -2.48200 0.27115
S 0.42322 -2.33439 0.31019
N -1.88563 -3.15191 -0.73584
C -3.05899 -4.01171 -0.52243
C -1.18270 -3.41170 -1.99229
H -2.28783 -1.85351 3.31049
H -1.29138 -0.56873 2.59855
H -0.63938 -2.20905 2.77154
H -3.63094 -0.65996 1.52569
H -4.15536 -2.34549 1.49580
H -3.68492 -1.53731 -0.01297
H -3.24382 -4.14083 0.53923
H -2.83536 -4.98941 -0.94752
H -3.95187 -3.61835 -1.00755
H -0.54819 -2.57177 -2.25367
H -1.93244 -3.54788 -2.77007
H -0.57169 -4.31289 -1.92283
```

The total energy is -99807.739 eV. As for the net charge: +2. Its LUMO energy is -4.7 eV. As for the multiplicity: 1. As for the frontier orbital gap: 9.59 eV.

=====

Computed, not measured: a molecular structure, C28H35BF24GaN2O4 at a distorted geometry, with wB97M-V/def2-TZVPD.

The geometry in XYZ format:
```
95
Properties=species:S:1:pos:R:3
C 1.37996 2.21280 -2.80108
C 0.10788 2.84764 -3.38597
N -0.52745 3.72703 -2.68838
C -0.31120 2.44675 -4.74297
Ga -2.15729 1.50047 -4.87772
C -3.44330 2.46874 -3.60329
C -4.66788 1.71189 -3.24038
C -4.60084 0.51739 -2.58413
C -5.69843 -0.18213 -2.20703
C -6.93770 0.30106 -2.47285
C -7.03917 1.48557 -3.14393
C -5.93639 2.18592 -3.52075
C -6.16201 3.49775 -4.22157
B -2.11753 -0.60970 -4.69376
O -3.30277 -1.31246 -4.87581
N -0.92438 -1.48395 -4.45890
C -0.28860 -1.84984 -5.72674
C 0.06092 -0.86287 -3.58466
H 1.16247 1.32315 -2.21455
H 2.05924 1.95506 -3.61370
H 1.87788 2.96814 -2.19591
H -0.06621 3.85767 -1.78778
H -0.40482 3.36299 -5.32791
H 0.49048 1.85497 -5.19031
H -2.68973 1.80158 -6.38360
H -2.92729 2.72549 -2.67477
H -3.69122 3.41430 -4.06890
H -3.62232 0.10278 -2.35709
H -5.59994 -1.11622 -1.66747
H -7.83953 -0.21404 -2.16525
H -8.01733 1.89683 -3.35369
H -7.21295 3.77626 -4.20541
H -5.89207 3.38455 -5.27667
H -5.53833 4.29795 -3.83056
H -3.09196 -2.15395 -5.31717
H -0.89307 -2.56773 -6.28486
H -0.11970 -0.96575 -6.35910
H 0.67479 -2.33030 -5.55285
H 0.79438 -0.28622 -4.16753
H 0.64531 -1.60593 -3.03380
H -0.39372 -0.16588 -2.88354
C -3.51582 -1.14999 0.76666
C -4.19852 0.05986 1.43364
C -3.59727 1.44542 1.18151
F -2.33520 1.54558 1.65001
F -4.34173 2.37031 1.83648
F -4.33123 -0.17063 2.76468
F -5.44900 0.11243 0.91169
O -2.63314 -1.96252 1.54425
C -1.29301 -1.68012 1.68307
C -0.91729 -1.37893 3.13671
F -1.61428 -0.33684 3.62282
F 0.40273 -1.05844 3.21261
F -0.89063 -0.70772 0.84537
F -0.61551 -2.80234 1.33574
H -4.33623 -1.82752 0.53520
H -3.07692 -0.88610 -0.19566
H -3.60747 1.68193 0.11346
H -1.10834 -2.24807 3.76902
C 7.03951 -0.05867 -0.09975
C 6.51251 -0.61841 -1.43604
C 6.71836 0.22053 -2.70123
F 6.09133 1.40776 -2.63340
F 6.20820 -0.45044 -3.75940
F 5.21512 -0.95772 -1.30174
F 7.20455 -1.77699 -1.65289
O 6.12771 0.56998 0.79375
C 5.81665 1.91430 0.71502
C 4.33757 2.15092 0.39430
F 3.99157 1.57126 -0.76649
F 4.11255 3.48132 0.28702
F 6.63389 2.56832 -0.13384
F 6.04121 2.43473 1.94494
H 7.35849 -0.94192 0.45251
H 7.94042 0.53934 -0.23983
H 7.78412 0.38929 -2.88222
H 3.70672 1.74553 1.18908
C 3.00135 -2.97924 6.47695
C 1.48078 -2.90224 6.24094
C 0.76918 -1.58239 6.55621
F 0.86317 -1.25464 7.85923
F -0.54742 -1.71409 6.26568
F 0.87186 -3.92826 6.87777
F 1.30019 -3.10760 4.90682
O 3.48604 -3.59803 7.66623
C 3.65373 -2.90928 8.85000
C 2.74986 -3.44531 9.96541
F 1.45122 -3.37533 9.62312
F 2.93074 -2.70012 11.08160
F 3.52151 -1.57984 8.68399
F 4.92994 -3.12597 9.24816
H 3.36141 -3.64038 5.68981
H 3.48677 -2.02004 6.29695
H 1.17134 -0.76414 5.95301
H 2.99857 -4.48634 10.18345
```

The total energy is -159047.753 eV. As for the net charge: -1. The energy relative to the best compared isomer or geometry (same formula, charge and spin) is 0.0 kJ/mol. Its LUMO energy is 1.5 eV. As for the multiplicity: 1. As for the frontier orbital gap: 5.89 eV.

=====

Computed, not measured: a gas-phase ion, C9H11IN3O (charge +1) at a distorted geometry, with wB97M-V/def2-TZVPD.

The geometry in XYZ format:
```
25
Properties=species:S:1:pos:R:3
C 1.85922 2.91837 0.05371
C 0.59264 3.41990 0.37629
C 2.03360 1.57169 -0.25367
C -0.48293 2.64980 0.05988
C 0.97626 0.72400 -0.55685
C -0.33854 1.26274 -0.32976
C -1.26248 -2.38169 0.26106
C 1.14428 -0.66720 -1.00928
C -0.08318 -1.78371 0.84159
N -1.27979 0.36213 -0.39570
N -1.95818 -3.20038 1.04866
N 0.98300 -1.40665 0.19154
O -1.82230 -2.29869 -0.97842
I -3.29189 0.76172 0.00892
H 2.71579 3.46306 -0.12141
H 0.47411 4.37046 0.69933
H 2.95103 1.10843 -0.55850
H -1.52707 3.00048 0.21035
H 0.41518 -1.14114 -1.69057
H 2.13058 -0.80380 -1.44182
H 0.07316 -1.98813 1.92711
H -1.42666 -3.72363 1.67481
H -2.87297 -3.58928 0.78358
H -1.77172 -1.44429 -1.57436
H 1.76886 -1.18420 0.77353
```

The total energy is -24120.123 eV. As for the net charge: +1. The energy relative to the best compared isomer or geometry (same formula, charge and spin) is 356.5 kJ/mol. Its LUMO energy (spin up / spin down) is -5.0 / -4.7 eV. As for the multiplicity: 1. As for the frontier orbital gap (spin up / spin down): 6.52 / 6.78 eV.

=====

Computed, not measured: C10H11NO2 in the gas phase at a distorted geometry, with wB97M-V/def2-TZVPD.

The geometry in XYZ format:
```
24
Properties=species:S:1:pos:R:3
C -1.45779 -3.65765 -1.80718
C -0.46830 -2.82599 -1.47074
C -1.01009 -1.42629 -0.85769
O -0.18824 -1.15260 0.42699
C -0.23718 0.16662 0.89863
C -1.09700 0.53893 2.02006
C -0.98466 1.72960 2.67089
C -0.41135 2.73474 1.81273
C 0.32783 2.54811 0.62786
C 0.46976 1.23196 0.19253
C 0.91756 1.07888 -1.19521
N 1.75902 0.43036 -1.85237
O 2.54815 -0.42828 -0.81137
H -1.21847 -4.88804 -1.95000
H -2.62084 -3.41760 -1.57698
H 0.68788 -2.77692 -1.51662
H -0.98178 -0.77331 -1.54006
H -2.16622 -1.28201 -0.61770
H -1.81277 -0.19484 2.62480
H -1.27805 2.08432 3.75036
H -0.76300 3.91282 1.89577
H 0.60581 3.66451 0.20256
H 0.27253 1.64459 -2.21294
H 1.78981 -1.05250 -0.36891
```

The total energy is -16124.367 eV. As for the net charge: 0. The energy relative to the best compared isomer or geometry (same formula, charge and spin) is 957.6 kJ/mol. Its LUMO energy is 0.1 eV. As for the multiplicity: 1. As for the frontier orbital gap: 9.20 eV.

=====

Computed, not measured: a molecular structure, C5H12NS at a distorted geometry, with wB97M-V/def2-TZVPD.

The geometry in XYZ format:
```
19
Properties=species:S:1:pos:R:3
C 0.97751 0.82037 -0.57195
C -1.65881 -0.34286 0.61023
C 2.09312 0.09605 -0.80679
C -1.75964 -1.64340 0.02387
C 3.30364 0.46286 -0.02452
N -2.83193 0.26961 0.99450
S -0.70637 0.59433 -1.32699
H 1.02706 1.55715 0.26670
H -0.91274 0.06704 1.32263
H 2.04830 -0.66964 -1.59692
H -0.86752 -1.88296 -0.60363
H -2.58282 -1.73391 -0.65157
H -1.69330 -2.43703 0.88163
H 3.57239 -0.27994 0.64946
H 3.33933 1.37954 0.43745
H 4.11352 0.65107 -0.73034
H -3.65998 0.03261 0.52790
H -2.83318 1.12125 1.42582
H -0.96859 1.93785 -0.82748
```

The total energy is -17696.095 eV. As for the net charge: +1. The energy relative to the best compared isomer or geometry (same formula, charge and spin) is 250.1 kJ/mol. Its LUMO energy is -4.1 eV. As for the multiplicity: 1. As for the frontier orbital gap: 8.99 eV.

=====

Computed, not measured: a molecular structure, C22H21AsN3O4S3Ta, with wB97M-V/def2-TZVPD.

The geometry in XYZ format:
```
55
Properties=species:S:1:pos:R:3
Ta -0.60749 -0.07631 -0.83408
S -1.03067 1.85358 0.38991
C -2.80067 1.97828 0.13392
C -3.36073 3.21972 -0.14356
C -4.73752 3.33564 -0.26186
C -5.55400 2.22128 -0.11351
C -4.99625 0.97968 0.15291
C -3.62002 0.85481 0.29536
As -2.79896 -0.88012 0.53515
C -2.43241 -1.22883 2.38621
C -2.39632 -0.18459 3.30055
C -2.07167 -0.45527 4.62201
C -1.77960 -1.75424 5.01572
C -1.81367 -2.79349 4.09313
C -2.13654 -2.53470 2.76897
C -4.03688 -2.17593 -0.13104
C -4.96205 -2.75194 0.73468
C -5.90592 -3.63000 0.22313
C -5.92007 -3.92280 -1.13456
C -4.99213 -3.34388 -1.99073
C -4.04157 -2.46616 -1.49214
H -2.72413 4.08635 -0.26309
H -5.17310 4.30280 -0.47243
H -6.62692 2.31930 -0.20511
H -5.63194 0.10755 0.24526
H -2.62950 0.82840 2.99464
H -2.05377 0.34868 5.34516
H -1.53638 -1.96027 6.04933
H -1.61012 -3.80772 4.41050
H -2.19685 -3.34917 2.05446
H -4.95311 -2.51958 1.79290
H -6.63196 -4.08206 0.88500
H -6.66006 -4.60633 -1.52846
H -5.00956 -3.57488 -3.04723
H -3.31757 -2.01239 -2.15876
C 2.52297 -4.80093 0.58343
N 1.83095 -3.52196 0.44024
C 1.88245 -2.44717 1.43315
C 1.02858 -1.43235 0.74355
O 0.65576 -0.26890 1.02956
N 0.57042 -1.90385 -0.41587
C 1.06534 -3.17171 -0.58760
N 0.79133 -3.88742 -1.64947
H 3.26444 -4.70712 1.37177
H 3.04835 -5.04662 -0.33912
H 1.82492 -5.59556 0.84568
H 2.89930 -2.08364 1.59678
H 1.44490 -2.74008 2.39132
H 0.22441 -3.45992 -2.37396
H 1.15000 -4.82028 -1.77680
O -0.73355 -1.61760 -2.69625
S -0.39117 -0.34392 -3.40829
O 0.68832 0.21403 -2.46158
O -0.07752 -0.35621 -4.77746
S -1.95267 0.78330 -2.67278
```

The total energy is -130698.729 eV. As for the net charge: +2. The energy relative to the best compared isomer or geometry (same formula, charge and spin) is 63.5 kJ/mol. Its LUMO energy is -7.9 eV. As for the multiplicity: 1. As for the frontier orbital gap: 6.78 eV.